(1)
{"formula": "C24H48O24S8", "method": "wB97M-V/def2-TZVPD", "symbols": ["O", "S", "O", "C", "C", "C", "C", "H", "H", "H", "H", "H", "H", "H", "H", "O", "S", "O", "C", "C", "C", "C", "H", "H", "H", "H", "H", "H", "H", "H", "O", "S", "O", "C", "C", "C", "C", "H", "H", "H", "H", "H", "H", "H", "H", "O", "S", "O", "C", "C", "C", "C", "H", "H", "H", "H", "H", "H", "H", "H", "O", "S", "O", "O", "C", "C", "O", "H", "H", "H", "H", "O", "S", "O", "O", "C", "C", "O", "H", "H", "H", "H", "O", "S", "O", "O", "C", "C", "O", "H", "H", "H", "H", "O", "S", "O", "O", "C", "C", "O", "H", "H", "H", "H"], "xyz": [[-4.29, 1.05, -2.53], [-4.24, 2.52, -2.74], [-5.20, 3.15, -3.60], [-4.37, 3.27, -1.10], [-3.39, 4.43, -1.09], [-2.90, 4.69, -2.45], [-2.66, 3.32, -3.13], [-4.12, 2.49, -0.42], [-5.40, 3.61, -1.02], [-3.85, 5.30, -0.53], [-2.50, 4.03, -0.60], [-1.92, 5.19, -2.36], [-3.63, 5.29, -3.03], [-1.87, 2.72, -2.60], [-2.54, 3.17, -4.24], [2.11, -0.42, 3.94], [3.44, -0.75, 4.37], [3.69, -1.47, 5.64], [4.25, -1.59, 2.93], [5.35, -0.57, 2.54], [4.66, 0.74, 2.78], [4.37, 0.76, 4.25], [3.53, -1.64, 2.10], [4.56, -2.55, 3.38], [6.14, -0.76, 3.27], [5.72, -0.77, 1.53], [3.67, 0.87, 2.30], [5.33, 1.57, 2.56], [3.57, 1.48, 4.57], [5.13, 0.68, 5.01], [-0.76, 1.96, -5.35], [-0.02, 0.75, -5.33], [1.22, 0.58, -6.05], [0.18, 0.37, -3.59], [-0.68, -0.79, -3.27], [-1.83, -0.77, -4.33], [-1.16, -0.61, -5.68], [-0.16, 1.29, -3.05], [1.25, 0.16, -3.47], [-0.04, -1.68, -3.42], [-1.00, -0.73, -2.27], [-2.48, 0.14, -4.17], [-2.55, -1.58, -4.21], [-1.88, -0.28, -6.48], [-0.56, -1.44, -6.09], [-1.91, 2.25, 0.89], [-1.09, 1.21, 0.34], [-0.44, 1.54, -0.95], [0.24, 0.65, 1.39], [-0.15, -0.75, 1.86], [-1.03, -1.38, 0.74], [-2.04, -0.32, 0.35], [0.33, 1.30, 2.25], [1.09, 0.78, 0.76], [0.76, -1.26, 2.08], [-0.73, -0.66, 2.81], [-1.51, -2.31, 1.12], [-0.44, -1.60, -0.19], [-2.78, -0.24, 1.14], [-2.55, -0.47, -0.58], [1.46, -4.21, 3.14], [0.52, -4.55, 4.12], [-0.15, -5.80, 4.01], [1.09, -4.31, 5.56], [0.93, -2.88, 6.06], [0.06, -2.24, 4.94], [-0.61, -3.38, 4.17], [0.45, -2.86, 6.99], [1.84, -2.35, 6.15], [0.66, -1.67, 4.26], [-0.80, -1.75, 5.36], [2.84, -0.70, -0.64], [3.75, -1.62, -1.23], [5.13, -1.55, -0.87], [3.23, -3.13, -1.01], [2.29, -3.48, -2.03], [3.00, -2.87, -3.27], [3.52, -1.56, -2.79], [2.08, -4.51, -2.05], [1.33, -3.00, -1.84], [2.31, -2.79, -4.11], [3.85, -3.45, -3.52], [-5.50, -4.66, 1.17], [-5.00, -3.42, 0.63], [-3.61, -3.33, 0.37], [-5.74, -3.03, -0.68], [-5.78, -1.57, -0.79], [-6.10, -1.15, 0.59], [-5.38, -2.04, 1.33], [-4.85, -1.15, -1.17], [-6.57, -1.31, -1.51], [-7.19, -1.26, 0.63], [-5.71, -0.13, 0.81], [4.27, 3.46, 2.28], [3.22, 4.12, 1.52], [2.39, 5.08, 2.24], [3.79, 4.70, 0.16], [3.44, 4.08, -1.00], [2.25, 3.17, -0.74], [2.34, 3.04, 0.77], [3.19, 4.89, -1.69], [4.31, 3.48, -1.24], [2.27, 2.16, -1.12], [1.24, 3.59, -0.97]], "lowdin_charge": [-0.37, 0.69, -0.31, -0.21, -0.24, -0.24, -0.20, 0.07, 0.11, 0.15, 0.09, 0.12, 0.13, 0.09, 0.11, -0.35, 0.73, -0.34, -0.17, -0.19, -0.26, -0.22, 0.09, 0.11, 0.12, 0.10, 0.12, 0.11, 0.13, 0.11, -0.31, 0.66, -0.32, -0.25, -0.20, -0.20, -0.22, 0.09, 0.10, 0.11, 0.07, 0.11, 0.12, 0.13, 0.11, -0.31, 0.72, -0.35, -0.21, -0.19, -0.19, -0.23, 0.11, 0.06, 0.08, 0.13, 0.12, 0.12, 0.11, 0.08, -0.23, 0.55, -0.22, -0.19, -0.05, -0.11, -0.22, 0.11, 0.07, 0.05, 0.13, -0.24, 0.59, -0.21, -0.19, -0.14, -0.09, -0.19, 0.12, 0.11, 0.13, 0.12, -0.20, 0.60, -0.22, -0.18, -0.14, -0.21, -0.18, 0.10, 0.15, 0.14, 0.16, -0.25, 0.65, -0.23, -0.19, -0.19, -0.05, -0.24, 0.15, 0.13, 0.11, 0.13], "charge": 0, "smiles": "O=S1(=O)CCCC1.O=S1(=O)CCCC1.O=S1(=O)CCCC1.O=S1(=O)CCCC1.O=S1(=O)OCCO1.O=S1(=O)OCCO1.O=S1(=O)OCCO1.O=S1(=O)OCCO1"}

(2)
{"formula": "H3N", "method": "wB97M-V/def2-TZVPD", "symbols": ["N", "H", "H", "H"], "xyz": [[-0.18, 0.13, -0.14], [0.90, 0.12, -0.44], [-0.56, 0.72, 0.53], [-0.15, -0.97, 0.04]], "lowdin_charge": [-0.06, 0.06, -0.06, 0.06], "charge": 0, "smiles": "N"}

Respective relative energy (zero: lowest compared OMol25 entry of this formula, charge and spin) values: 0.0 81.0 kJ/mol.
Respective LUMO level values: 0.004 0.045 hartree.